Record 1
Molecular formula: C6H13ClN4
Method: DFT, ωB97M-V/def2-TZVPD

The geometry in ORCA input format:
```
! wB97M-V def2-TZVPD RIJCOSX def2/J DEFGRID3
* xyz 2 1
Cl 2.178 -2.237 0.771
N 1.969 0.488 -0.438
N -2.950 -1.129 -0.830
N -2.654 1.285 -0.573
N -1.032 2.164 0.828
C -2.097 2.302 0.199
C -2.700 0.100 -0.662
C -3.166 -2.081 0.280
C 0.560 0.926 -0.373
C 2.834 1.613 -0.318
C -0.023 1.237 0.809
H 3.787 1.658 -0.842
H 0.110 0.898 1.841
H -3.785 -2.934 -0.057
H 2.082 -0.390 0.208
H 2.355 2.524 -0.690
H -2.204 -2.231 0.681
H -3.093 -1.675 -1.684
H 3.065 1.846 0.764
H 3.466 -2.120 0.772
H 1.927 -0.006 -1.342
H -3.886 -1.546 0.967
H -2.869 3.086 0.087
H 0.337 1.515 -1.253
*
```

The HOMO energy (alpha / beta) comes out at -17.278 / -17.279 eV. The value obtained for the energy relative to the best compared isomer or geometry (same formula, charge and spin) is 79.2 kcal/mol. Its frontier orbital gap (alpha / beta) is 8.752 / 8.752 eV. The value obtained for the LUMO energy (alpha / beta) is -8.5 / -8.5 eV. The calculation puts the energy at -24895.1697 eV.

So, what does the Löwdin scheme give us? The charges, in e, come out as: 0.4800, -0.0702, 0.0655, 0.2553, 0.1343, -0.1038, -0.0181, 0.0212, -0.0700, -0.0325, -0.0773, 0.1163, 0.1548, 0.1270, 0.0030, 0.1117, 0.0797, 0.1975, 0.1433, -0.1343, 0.1795, 0.1305, 0.1664, 0.1401


Record 2
Molecular formula: C9H18N2O2Si
Method: DFT, ωB97M-V/def2-TZVPD

The geometry in ORCA input format:
```
! wB97M-V def2-TZVPD RIJCOSX def2/J DEFGRID3
* xyz 0 1
Si -0.953 -0.097 -0.669
O 1.896 0.100 -1.620
O -1.373 -0.439 2.205
N 0.336 1.130 -0.356
N -0.558 -1.482 0.460
C -0.875 -0.511 -2.428
C 2.711 1.533 0.034
C 0.659 -1.476 2.782
C -0.067 2.258 0.507
C 1.633 0.785 -0.689
C -2.536 0.824 -0.073
C -0.502 -1.101 1.752
C 0.555 -2.316 -0.038
C -1.882 -0.636 -3.318
H 2.524 1.568 1.111
H 1.528 -1.818 0.108
H 0.238 -1.725 3.787
H 3.733 1.055 -0.069
H 0.089 -0.493 -2.885
H 0.492 -2.483 -1.108
H 0.882 2.723 0.892
H -3.418 0.133 -0.101
H 0.384 -3.259 0.501
H -2.234 1.116 0.883
H 1.298 -2.273 2.367
H -0.701 2.867 -0.112
H -0.620 1.950 1.460
H -2.864 -0.832 -3.007
H -2.722 1.787 -0.596
H 1.347 -0.622 2.918
H -1.602 -0.811 -4.356
H 2.603 2.548 -0.342
*
```

The HOMO energy comes out at -9.205 eV. The value obtained for the energy relative to the best compared isomer or geometry (same formula, charge and spin) is 24.2 kcal/mol. Its frontier orbital gap is 9.969 eV. The SMILES is C=C[Si](C)(N(C)C(C)=O)N(C)C(C)=O. The value obtained for the LUMO energy is 0.8 eV. The calculation puts the energy at -24578.2511 eV.

So, what does the Löwdin scheme give us? The charges, in e, come out as: 0.6346, 0.0567, 0.0384, -0.0999, -0.0973, -0.2050, -0.0146, 0.0149, -0.0891, -0.5992, -0.1426, -0.5779, -0.0982, -0.0152, 0.0696, 0.0838, 0.0903, 0.1123, 0.0413, 0.0723, 0.0820, 0.0587, 0.0972, -0.0412, 0.0523, 0.0755, 0.0969, 0.0320, 0.0472, 0.0755, 0.0594, 0.0894


Record 3
Molecular formula: C39H95N3O10
Method: DFT, ωB97M-V/def2-TZVPD

The geometry in ORCA input format:
```
! wB97M-V def2-TZVPD RIJCOSX def2/J DEFGRID3
* xyz 0 1
O 4.848 -3.901 0.186
O 1.915 -2.558 -4.085
O 4.885 -0.749 -2.886
O -4.043 -5.300 -0.200
O 1.915 4.515 1.711
O -2.702 -1.051 1.937
O 2.466 -1.620 -1.122
O -1.064 5.428 2.040
O -2.654 -1.230 -2.516
O -2.210 -2.689 -0.170
N -2.250 4.666 2.079
N -2.805 -5.583 -0.820
N 2.548 4.947 0.544
C 0.576 -2.091 -3.856
C -3.987 2.546 2.939
C -1.921 4.298 4.574
C 4.673 3.682 0.883
C -3.987 -6.927 -2.570
C 2.627 2.649 -0.203
C -3.013 1.230 -2.346
C -0.969 2.469 2.083
C -2.492 -7.761 0.359
C -1.658 -6.169 -2.960
C -1.572 -5.625 1.300
C -0.654 -7.014 -2.155
C 4.430 5.805 -1.480
C -0.265 -2.369 -5.083
C -1.673 3.617 -0.014
C 3.898 6.806 1.528
C 2.858 6.369 0.474
C 3.453 3.935 -0.031
C 3.955 -4.302 1.224
C 3.926 4.369 -1.422
C -3.235 6.224 3.681
C -3.491 -4.524 -2.952
C -2.101 0.066 -2.719
C -2.455 -1.562 3.226
C 0.717 -1.179 0.524
C -2.736 -0.522 4.283
C 1.631 -0.611 -0.532
C -3.413 2.613 1.515
C -1.892 -6.379 -0.007
C 2.971 -5.310 0.667
C -4.163 3.974 3.420
C -2.063 3.349 1.454
C -2.827 4.780 3.433
C 6.036 -0.391 -0.825
C 3.302 6.706 -0.955
C -2.979 -5.784 -2.265
C 1.624 7.245 0.772
C -0.574 -6.571 -0.701
C 5.600 0.226 -2.135
H -1.204 -4.615 1.122
H -2.417 -5.573 1.990
H 0.344 -6.962 -2.590
H 0.025 -5.650 -0.697
H 2.262 -2.963 -3.287
H 6.509 -1.364 -0.959
H 2.474 6.489 -1.638
H -1.913 -6.773 -3.832
H -1.410 -1.893 3.322
H 0.168 -2.081 0.246
H -1.153 2.749 -0.438
H 5.517 4.356 0.782
H -1.899 -8.186 1.169
H -0.954 -8.065 -2.205
H -2.433 6.947 3.511
H 1.331 -1.550 1.355
H -3.593 6.318 4.705
H 4.563 -3.027 -0.101
H -2.588 -8.452 -0.474
H 4.743 3.696 -1.699
H 4.665 6.108 -2.500
H 6.481 0.514 -2.718
H -2.459 -1.738 1.290
H -1.992 0.269 4.151
H 0.012 2.925 1.965
H 3.131 -1.136 -1.627
H -2.033 -3.577 -0.521
H -2.547 3.759 -0.649
H 0.350 -2.697 -2.970
H 5.292 5.975 -0.829
H 3.164 4.245 -2.197
H -4.247 -6.967 -3.627
H 2.389 2.224 0.772
H -1.137 0.114 -2.211
H -3.989 6.582 2.976
H 0.473 -1.060 -3.508
H -4.120 3.191 0.909
H -2.213 -2.103 -0.946
H 3.487 6.595 2.516
H -4.920 -6.703 -2.043
H 0.077 -7.280 -0.184
H 3.614 7.747 -1.036
H 3.430 -3.433 1.631
H -3.881 -4.427 0.184
H -2.713 -0.893 5.303
H 4.925 -0.579 -3.830
H -0.787 -6.184 1.812
H -4.503 -4.324 -2.584
H 5.218 -0.502 -0.111
H 2.303 -5.578 1.498
H -3.493 -7.568 0.752
H 0.663 6.821 0.456
H -3.676 -7.903 -2.202
H -3.523 -4.636 -4.032
H -1.152 -5.281 -3.351
H 5.009 2.644 0.768
H 1.738 8.238 0.342
H -2.197 4.705 5.544
H 2.321 -4.850 -0.076
H -2.907 -3.661 -2.631
H -0.965 1.493 1.590
H -1.113 2.222 3.133
H -3.685 -0.050 4.025
H -0.917 4.389 -0.154
H -0.885 4.541 4.326
H 3.432 -6.253 0.382
H -3.839 1.229 -3.063
H 3.278 1.910 -0.672
H -1.860 0.194 -3.782
H 2.312 0.057 -0.008
H 4.484 -4.713 2.088
H -4.878 4.504 2.784
H -0.284 -3.385 -5.463
H -0.010 -0.527 1.009
H 0.096 -1.690 -5.866
H -4.890 1.935 2.868
H -3.422 1.615 1.073
H -1.282 -1.975 -4.982
H 4.093 7.877 1.472
H -3.294 1.174 -1.297
H 6.804 0.253 -0.391
H 1.393 7.357 1.837
H -2.539 2.190 -2.556
H 0.987 4.621 1.465
H -3.037 -2.481 3.381
H -3.489 -1.239 -2.997
H 1.077 -0.141 -1.350
H -4.642 4.047 4.402
H 4.818 6.229 1.452
H 1.741 2.911 -0.776
H -3.332 1.953 3.577
H 4.319 3.653 1.918
H 4.993 1.127 -2.008
H -1.936 3.213 4.681
H -1.160 6.043 1.305
*
```

The HOMO energy comes out at -8.050 eV. The value obtained for the energy relative to the best compared isomer or geometry (same formula, charge and spin) is 0.0 kcal/mol. Its frontier orbital gap is 8.500 eV. The SMILES is CC1(C)CCCC(C)(C)N1O.CC1(C)CCCC(C)(C)N1O.CC1(C)CCCC(C)(C)N1O.CCO.CCO.CCO.CCO.CCO.CCO.O. The value obtained for the LUMO energy is 0.4 eV. The calculation puts the energy at -66924.5395 eV.

Here are the Löwdin charges for atoms 1 to 99, given in e: -0.0820, -0.0877, -0.0820, 0.0018, -0.0120, -0.0972, -0.0896, -0.0471, -0.0977, -0.0693, -0.0794, -0.1183, -0.1186, -0.3120, -0.1733, -0.0178, -0.0195, -0.0288, -0.0357, -0.0679, -0.0039, -0.0148, -0.1215, -0.0246, -0.1623, -0.1748, -0.0782, -0.0218, -0.0244, -0.5029, -0.4941, -0.3168, -0.1443, -0.0457, -0.0317, -0.3012, -0.3417, -0.0654, -0.0775, -0.2880, -0.1279, -0.5164, -0.0917, -0.1308, -0.4779, -0.4999, -0.0776, -0.1405, -0.4981, -0.0352, -0.1590, -0.3063, 0.0698, 0.0874, 0.1123, 0.1107, 0.0630, 0.0817, 0.1231, 0.1153, 0.1094, 0.0566, 0.0737, 0.0694, 0.0844, 0.1068, 0.0792, 0.0761, 0.0843, 0.0483, 0.0661, 0.1124, 0.1113, 0.1145, 0.0235, 0.0598, 0.0664, 0.0458, 0.0245, 0.0764, 0.1065, 0.1036, 0.1216, 0.0837, 0.0824, 0.0967, 0.0844, 0.0880, 0.1187, 0.0265, 0.0839, 0.0810, 0.1272, 0.1197, 0.1028, 0.0939, 0.0790, 0.0920, 0.0856


Record 4
Molecular formula: C43H91N5O19
Method: DFT, ωB97M-V/def2-TZVPD

The geometry in ORCA input format:
```
! wB97M-V def2-TZVPD RIJCOSX def2/J DEFGRID3
* xyz 0 1
O -4.677 -2.590 4.493
O 8.723 4.984 1.017
O -3.574 7.898 2.801
O 4.947 3.854 6.833
O -2.923 -6.770 1.330
O -7.715 3.136 -4.522
O 2.323 1.386 -10.909
O -2.131 9.046 4.275
O -8.481 2.399 3.946
O 7.542 6.060 -0.689
O -4.741 -5.722 -4.789
O -4.526 -0.843 6.063
O 6.685 2.257 7.186
O 2.869 -0.871 0.770
O -1.439 -6.564 3.010
O 4.067 -3.933 -5.386
O 5.063 -7.135 -1.368
O -3.198 -5.435 -3.120
O -6.556 2.727 2.827
N -5.642 3.818 -3.934
N 1.740 0.665 -0.520
N 1.538 0.169 -9.194
N 3.161 -5.918 -6.245
N 6.974 -6.204 -0.618
C 1.254 1.522 0.544
C 6.178 1.157 5.033
C -7.410 3.009 3.742
C 1.855 1.365 -9.760
C -0.856 -5.803 0.766
C 1.807 -1.133 -9.798
C -3.845 -6.129 -4.091
C 4.112 -4.934 -6.161
C 7.667 5.360 0.503
C -3.640 -4.237 -2.584
C -1.812 -6.341 1.859
C 6.356 5.165 1.202
C -1.409 7.008 3.383
C 3.595 -7.235 -6.821
C 0.812 0.122 -7.965
C -3.101 10.060 4.520
C -5.566 1.426 1.018
C 6.363 -5.087 0.159
C -6.116 4.798 -2.957
C -5.862 -1.063 6.608
C -5.920 -0.717 8.072
C 7.121 2.091 5.834
C -3.982 -7.493 1.977
C 2.426 -0.495 -0.341
C -3.242 -3.071 -3.494
C -7.138 4.281 4.412
C -4.056 -1.667 5.027
C 5.135 2.867 8.922
C 9.468 7.417 -1.327
C 1.905 -5.907 -5.505
C 5.635 3.089 7.495
C 1.231 1.047 -1.819
C -2.552 -1.503 4.819
C -6.619 1.510 2.109
C -4.361 9.560 5.257
C -4.234 3.751 -4.135
C -3.294 -7.519 -4.202
C 8.711 6.102 -1.506
C -5.248 -7.440 1.058
C -6.485 3.104 -4.686
C -2.513 7.996 3.438
C 6.292 -7.056 -1.378
C 8.422 -6.159 -0.796
H 0.191 0.721 -1.854
H -6.777 0.591 2.673
H 0.828 -1.603 -9.886
H -3.979 -8.358 -4.326
H -5.092 9.010 4.665
H 5.579 5.796 0.771
H -4.982 10.388 5.599
H 6.404 -4.123 -0.347
H 2.274 -1.095 -10.783
H 5.908 0.296 5.646
H -3.786 3.618 -3.150
H -1.080 -4.755 0.570
H -2.182 -2.992 -3.738
H 0.177 1.386 0.645
H -2.757 -7.856 -3.314
H -2.556 10.818 5.083
H 6.918 -4.985 1.092
H 4.460 -7.156 -7.479
H -5.186 2.404 0.722
H -5.939 0.935 0.119
H -4.133 9.044 6.190
H 1.650 -4.891 -5.203
H -6.029 -8.006 1.567
H -1.460 6.366 2.504
H -3.748 -8.556 2.032
H 1.373 -0.475 -7.246
H -5.944 2.487 -5.419
H 5.406 1.870 9.271
H -2.231 -0.518 5.159
H -5.052 -1.170 8.551
H -3.860 -3.286 -4.366
H -4.716 0.799 1.285
H -5.503 4.779 -2.056
H 8.861 8.268 -1.635
H 0.667 1.144 -7.615
H 5.319 -5.259 0.419
H 8.950 -5.856 0.108
H 0.127 -5.761 1.236
H 6.422 0.784 4.039
H -7.188 4.742 -2.768
H -6.423 4.125 5.220
H -4.204 -6.919 2.877
H -0.624 -6.424 -0.099
H -3.842 2.996 -4.817
H -6.704 5.009 3.727
H 6.369 5.440 2.256
H 7.381 3.058 5.402
H 8.663 -5.458 -1.595
H -6.763 -1.131 8.624
H 1.186 2.112 -2.050
H -2.136 -1.749 3.842
H -2.691 -7.546 -5.109
H -5.543 -6.446 0.723
H -3.578 -2.133 -3.052
H -0.512 7.625 3.343
H 2.496 -1.683 -9.158
H 2.030 -6.436 -4.561
H 1.139 -6.375 -6.123
H -3.996 4.776 -4.416
H -3.250 -4.039 -1.586
H 4.058 3.037 8.915
H -0.177 -0.330 -8.041
H -3.425 10.466 3.561
H -5.970 5.746 -3.475
H 1.797 1.484 1.488
H -8.100 4.662 4.754
H 5.692 3.641 9.449
H -2.036 -2.174 5.506
H 1.581 2.248 -9.163
H 10.332 7.465 -1.989
H 5.256 1.727 4.918
H 2.840 -7.786 -7.380
H 9.315 5.202 -1.389
H -5.854 0.359 8.235
H -6.592 -0.442 6.090
H -1.389 6.424 4.304
H 3.816 -7.957 -6.035
H 6.924 -7.719 -1.989
H 1.392 2.549 0.205
H 9.826 7.493 -0.300
H 2.511 -1.100 -1.257
H 4.923 -5.189 -6.861
H 8.079 1.570 5.836
H 6.036 4.131 1.065
H 8.862 -7.127 -1.039
H -6.176 -2.098 6.475
H 8.450 6.123 -2.564
H -4.707 -4.171 -2.375
H -4.885 -7.994 0.193
H 1.774 0.629 -2.666
H -7.595 1.551 1.627
*
```

The HOMO energy comes out at -9.317 eV. The value obtained for the energy relative to the best compared isomer or geometry (same formula, charge and spin) is 114.3 kcal/mol. Its frontier orbital gap is 8.989 eV. The SMILES is CCOC(C)=O.CCOC(C)=O.CCOC(C)=O.CCOC(C)=O.CCOC(C)=O.CCOC(C)=O.CCOC(C)=O.CN(C)C=O.CN(C)C=O.CN(C)C=O.CN(C)C=O.CN(C)C=O. The value obtained for the LUMO energy is -0.3 eV. The calculation puts the energy at -92416.7866 eV.

Here are the Löwdin charges for atoms 1 to 99, given in e: 0.0655, 0.0756, 0.0700, 0.0759, -0.0217, -0.0187, -0.0197, -0.0444, 0.0598, -0.0238, 0.1104, -0.0405, -0.0251, -0.0285, 0.0731, -0.0392, -0.0133, -0.0133, 0.0241, -0.2235, -0.2017, -0.2137, -0.1872, -0.1804, -0.0479, -0.0583, -0.5768, -0.3036, 0.0193, -0.0325, -0.5101, -0.2985, -0.4750, -0.2583, -0.5286, 0.0100, 0.0083, -0.0517, -0.0834, -0.2152, -0.0574, -0.0190, -0.0230, -0.2249, -0.0787, -0.2142, -0.1816, -0.2995, -0.0627, 0.0147, -0.4478, 0.0116, -0.0690, -0.0484, -0.4935, -0.0787, 0.0085, -0.2129, -0.0738, -0.0724, 0.0137, -0.2411, -0.0598, -0.3305, -0.4754, -0.3589, -0.0695, 0.0862, 0.1295, 0.0900, 0.0880, 0.0691, 0.0796, 0.0699, 0.0881, 0.0870, 0.0772, 0.0834, 0.0755, 0.0772, 0.0910, 0.0816, 0.1206, 0.0806, 0.0782, 0.0756, 0.0753, 0.0765, 0.0842, 0.0756, 0.0901, 0.1263, 0.0886, 0.1320, 0.0806, 0.0766, 0.0773, 0.0699, 0.0657